Record 1
The following is a DFT calculation (wB97M-V/def2-TZVPD) of a molecular structure, C17H35CrN6O3.

```
62
Properties=species:S:1:pos:R:3:lowdin_spin:R:1
Cr -0.010 0.394 0.346 0.98
C -0.465 1.347 3.698 0.00
C -1.590 1.430 2.681 0.00
N -1.179 1.848 1.312 -0.01
C -0.569 3.196 1.192 0.00
C 0.939 3.073 1.197 0.00
N 1.361 2.004 0.244 0.00
C 2.817 1.739 0.429 0.00
C 3.415 0.651 -0.475 0.00
C 2.439 -0.232 -1.238 0.00
N 1.386 -0.873 -0.422 -0.01
C 1.864 -1.832 0.606 0.00
C 1.871 -1.183 1.973 0.00
N 0.611 -0.415 2.163 0.00
C 0.716 0.405 3.401 0.00
H -0.937 1.040 4.632 0.00
H -0.078 2.348 3.897 0.00
H -2.336 2.135 3.055 0.00
H -2.086 0.465 2.563 0.00
H -2.040 1.876 0.774 0.00
H -0.903 3.857 1.995 0.00
H -0.908 3.629 0.249 0.00
H 1.305 2.786 2.180 0.00
H 1.413 4.022 0.937 0.00
H 1.224 2.381 -0.695 0.00
H 2.936 1.480 1.480 0.00
H 3.358 2.678 0.287 0.00
H 4.077 0.030 0.130 0.00
H 4.060 1.112 -1.224 0.00
H 3.011 -1.001 -1.762 0.00
H 1.927 0.349 -2.011 0.00
H 0.835 -1.475 -1.083 0.00
H 2.855 -2.216 0.359 0.00
H 1.176 -2.679 0.586 0.00
H 2.697 -0.479 2.064 0.00
H 1.995 -1.925 2.764 0.00
H -0.142 -1.092 2.294 0.00
H 1.640 0.976 3.308 0.00
H 0.869 -0.271 4.245 0.00
C -3.282 1.423 -1.635 0.00
C -2.228 0.329 -1.678 0.00
C -2.258 -0.401 -3.009 0.00
O -0.885 0.924 -1.489 0.00
C -2.421 -0.667 -0.527 0.00
O -3.436 -1.282 -0.403 0.00
O -1.379 -0.816 0.316 0.02
H -3.261 2.004 -2.557 0.00
H -3.137 2.120 -0.808 0.00
H -4.265 0.966 -1.530 0.00
H -2.130 0.314 -3.825 0.00
H -3.232 -0.873 -3.130 0.00
H -1.490 -1.170 -3.060 0.00
H -0.433 0.889 -2.340 0.00
N -1.360 -4.505 -2.260 0.00
C -0.436 -4.517 -3.273 0.00
C 0.344 -3.423 -3.065 0.00
N -0.091 -2.743 -1.944 0.00
C -1.119 -3.430 -1.487 0.00
H -2.097 -5.178 -2.121 0.00
H -0.416 -5.281 -4.028 0.00
H 1.181 -3.084 -3.651 0.00
H -1.722 -3.178 -0.630 0.00
```

Properties
Energy relative to the best compared isomer or geometry (same formula, charge and spin), kJ/mol: 19.7
⟨S²⟩: 0.76
Multiplicity: 2
Charge: +2
Orbital gap (spin up / spin down), eV: 7.2 / 7.8

Record 2
The following is a DFT calculation (wB97M-V/def2-TZVPD) of 10 unconnected molecules or ions with the total composition C3H27N2O10S.

```
43
Properties=species:S:1:pos:R:3:lowdin_charge:R:1
N 1.000 -0.657 -0.576 0.20
C 0.090 0.193 0.168 -0.37
C -1.274 -0.351 -0.092 -0.45
S -1.819 -1.757 1.062 0.78
C 0.192 1.656 -0.218 -0.50
N 0.049 2.555 0.759 0.21
O 0.698 1.931 -1.296 0.07
H 2.019 -0.359 -0.570 0.13
H 1.244 -1.647 -0.190 0.21
H 0.554 -0.570 -1.534 0.15
H 0.461 0.240 1.251 0.14
H -2.031 0.621 -0.163 0.13
H -1.305 -0.720 -1.252 0.11
H -2.914 -1.227 1.397 -0.22
H 0.607 3.454 0.718 0.17
H -0.418 2.369 1.601 0.08
H 3.955 -0.262 -0.692 -0.03
H 4.515 -1.488 0.227 0.08
O 4.310 -0.563 0.110 -0.01
H 0.244 0.244 -4.539 0.06
H 0.697 1.292 -3.694 0.07
O 0.830 0.311 -3.761 -0.08
H -4.640 0.571 -1.631 0.03
H -4.133 -0.629 -0.810 0.04
O -4.381 0.278 -0.799 0.01
H -3.923 1.852 1.702 -0.03
H -3.527 1.043 0.648 -0.11
O -3.374 1.233 1.484 0.06
H 0.982 -3.103 2.688 0.03
H 1.722 -1.830 2.133 -0.13
O 1.439 -2.625 2.055 0.04
H 2.513 0.481 2.813 0.04
H 3.435 -0.164 1.670 0.04
O 2.564 -0.146 2.119 -0.04
H -0.056 0.330 3.686 0.00
H 0.248 1.571 4.681 0.10
O -0.383 1.170 3.983 -0.07
H 2.473 0.968 -2.676 0.01
H 3.932 0.497 -2.979 0.13
O 3.201 0.479 -2.268 -0.09
H -2.695 -1.272 -3.432 0.03
H -1.528 -2.155 -3.982 0.09
O -1.742 -1.350 -3.437 -0.07
```

Properties
Multiplicity: 1
Charge: +1
Orbital gap, eV: 9.7

Record 3
The following is a DFT calculation (wB97M-V/def2-TZVPD) of 2 unconnected molecules or ions with the total composition C3H11N2O2.

```
18
Properties=species:S:1:pos:R:3:lowdin_spin:R:1
C 0.820 -0.852 -0.171 0.03
N 0.000 0.156 0.474 0.35
C 0.724 1.665 0.463 0.03
O 1.035 1.924 1.632 0.52
C -0.063 -2.248 -0.387 0.04
N -1.202 -2.479 0.554 0.00
H 1.067 -0.717 -1.207 0.00
H 1.683 -1.276 0.353 0.01
H -0.349 0.099 1.462 0.00
H 1.565 1.494 -0.238 0.01
H -0.236 2.372 0.223 0.01
H -0.404 -2.221 -1.558 0.00
H 0.679 -2.955 -0.626 0.00
H -0.910 -2.978 1.364 0.00
H -1.740 -1.586 0.890 0.00
H -0.374 2.129 -1.610 0.00
H -1.235 0.983 -1.698 0.00
O -1.063 1.766 -2.130 0.00
```

Properties
Energy relative to the best compared isomer or geometry (same formula, charge and spin), kJ/mol: 270.9
⟨S²⟩: 0.77
Multiplicity: 2
Orbital gap (spin up / spin down), eV: 10.3 / 7.1